A) Molecular formula: C12H12F4O12
Method: DFT, wB97M-V/def2-TZVPD

Positions of all 40 atoms, in Å:
O 0.9411 1.1919 -4.9969
C 0.3758 0.2309 -4.5777
O 0.1468 -0.8818 -5.2477
C -0.5448 -1.8425 -4.3904
C -0.4025 -1.2709 -3.0114
F 0.6314 -1.8445 -2.3124
O -0.1738 0.0301 -3.2940
H -1.5752 -1.9454 -4.7247
H -0.0850 -2.7926 -4.5014
H -1.3605 -1.3114 -2.5091
O -1.3105 -5.4459 -3.7896
C -0.7943 -5.0771 -2.7790
O -1.4441 -4.4472 -1.7277
C -0.5637 -4.4497 -0.6069
C 0.7428 -5.0379 -1.1428
F 0.9598 -6.2866 -0.4361
O 0.5063 -5.2449 -2.4807
H -0.5006 -3.3604 -0.4057
H -1.0164 -5.0151 0.2011
H 1.6203 -4.4345 -0.9433
O 1.9401 2.6968 3.7745
C 1.5719 3.8560 3.5651
O 0.3758 4.2240 2.9921
C 0.3547 5.6048 2.7239
C 1.5019 6.0884 3.5860
F 0.9116 6.3886 4.8272
O 2.3570 4.9548 3.7705
H 0.4058 5.7748 1.6591
H -0.5468 6.0580 3.1155
H 2.0903 7.0343 3.2970
O -1.6454 -1.5662 0.8264
C -1.2350 -0.5677 1.3604
O -0.6762 0.4270 0.6789
C -0.1080 1.3307 1.6559
C -0.7383 0.9548 2.9699
F -1.8150 1.8146 3.1189
O -1.2766 -0.3231 2.7229
H 1.0014 1.2769 1.7278
H -0.5127 2.3166 1.4811
H -0.1092 0.8916 3.8234

Calculated values
HOMO-LUMO gap   11.6 eV
SMILES string   O=C1OC[C@@H](F)O1.O=C1OC[C@@H](F)O1.O=C1OC[C@@H](F)O1.O=C1OC[C@@H](F)O1
HOMO level   -11.412 eV

***

B) Molecular formula: C12H12F4O12
Method: DFT, wB97M-V/def2-TZVPD

Positions of all 40 atoms, in Å:
O 7.6392 -2.7950 0.7185
C 6.9691 -3.6700 1.2777
O 6.6117 -4.9338 0.8092
C 5.7717 -5.6594 1.7425
C 5.8874 -4.7726 2.9288
F 6.6405 -5.3766 3.8080
O 6.5013 -3.5677 2.5479
H 4.7811 -5.9034 1.3587
H 6.2513 -6.6289 1.8768
H 4.9085 -4.7448 3.4076
O -5.3150 2.8855 -1.4014
C -5.2585 3.1264 -0.2408
O -4.3843 3.9739 0.3273
C -4.7174 4.0376 1.7437
C -5.3829 2.7176 2.0149
F -6.3622 2.9933 2.8338
O -5.8362 2.3327 0.7629
H -3.8735 4.3551 2.3562
H -5.4684 4.8022 1.9427
H -4.7571 2.0183 2.5693
O 2.9569 -0.2023 2.6367
C 1.8977 -0.3765 2.1469
O 1.3159 -1.5542 2.0755
C 0.3130 -1.5322 1.0687
C -0.1331 -0.0148 1.1271
F -1.0315 0.0816 2.0311
O 1.1205 0.5536 1.5270
H 0.6549 -1.8478 0.0829
H -0.4028 -2.2749 1.4208
H -0.5251 0.4464 0.2206
O -1.6654 -0.3739 -3.8224
C -1.6867 0.7614 -4.2193
O -2.6076 1.2731 -5.1116
C -2.1943 2.5393 -5.5257
C -1.1077 2.9399 -4.5435
F -1.5708 3.8947 -3.7136
O -0.9232 1.7657 -3.7991
H -1.8100 2.3655 -6.5308
H -3.0840 3.1690 -5.5216
H -0.1228 3.1962 -4.9340

Calculated values
HOMO-LUMO gap   11.6 eV
SMILES string   O=C1OC[C@@H](F)O1.O=C1OC[C@@H](F)O1.O=C1OC[C@@H](F)O1.O=C1OC[C@@H](F)O1
HOMO level   -11.280 eV

***

Which of them is most stable? Easy: A).

***

A) Molecular formula: C2H5NO2
Method: DFT, wB97M-V/def2-TZVPD

Positions of all 10 atoms, in Å:
O 1.4549 -0.5052 1.1205
C 0.8750 -1.0903 0.1779
N -0.0235 -0.5706 -0.6177
C -0.4038 0.8731 -0.6022
O -1.6324 1.0346 -0.0096
H 1.1424 -2.1476 0.0107
H -0.2765 -1.1985 -1.3722
H 0.4169 1.4032 -0.1167
H -0.4763 1.1757 -1.6401
H -1.5081 1.1736 0.9325

Calculated values
HOMO-LUMO gap (spin up / spin down)   11.7 / 6.8 eV
⟨S²⟩   0.76
Multiplicity   2
Total charge   +1
HOMO level (spin up / spin down)   -16.621 / -16.566 eV

***

B) Molecular formula: C2H5NO2
Method: DFT, wB97M-V/def2-TZVPD

Positions of all 10 atoms, in Å:
O -1.2191 -0.3989 -1.3470
C -1.5728 0.4893 -0.4891
N -0.9302 0.7618 0.6475
C 0.4256 0.2163 0.7658
O 2.4843 -0.7882 0.3222
H -2.5607 0.8821 -0.5251
H 3.3043 -1.1427 0.1864
H 0.8654 -0.2383 -0.1478
H 1.1506 1.0198 1.0124
H 0.5136 -0.5902 1.4804

Calculated values
HOMO-LUMO gap (spin up / spin down)   4.7 / 5.6 eV
⟨S²⟩   1.53
Multiplicity   2
Total charge   +1
HOMO level (spin up / spin down)   -16.254 / -16.520 eV

***

Which of them is most stable? Easy: A).

***

A) Molecular formula: C9H34O9
Method: DFT, wB97M-V/def2-TZVPD

Positions of all 52 atoms, in Å:
O -1.3192 -2.8016 -1.0986
C -1.0028 -1.4802 -1.2607
C -0.7741 -0.6137 0.0596
O -0.1969 0.7423 -0.0555
H -2.2116 -2.9898 -1.3984
H -0.0777 -1.3062 -1.8104
H -1.7484 -0.8877 -1.7909
H -0.1316 -1.2328 0.6858
H -1.6917 -0.6604 0.6461
H 0.5582 0.9346 0.5052
C 1.0579 1.0326 3.0250
O 2.0812 0.7891 2.0310
H 0.3004 0.2544 2.9323
H 1.3977 0.9830 4.0596
H 0.6734 2.0044 2.7156
H 2.6447 0.1182 2.4233
C 2.7496 1.6224 -1.1249
O 3.8880 1.4493 -1.9477
H 2.5243 0.7500 -0.5115
H 2.7368 2.4607 -0.4284
H 1.8556 1.8238 -1.7151
H 3.8285 0.6501 -2.4762
C 1.9407 -3.8877 -1.7906
O 2.5779 -2.8281 -1.0209
H 2.4954 -4.8237 -1.7244
H 0.9116 -4.0163 -1.4549
H 1.8782 -3.6971 -2.8619
H 2.5010 -3.1336 -0.1140
C -3.0936 2.0153 3.3508
O -3.2218 1.3061 4.5545
H -2.7718 1.4204 2.4961
H -4.0929 2.4099 3.1670
H -2.4044 2.8592 3.3824
H -4.0329 0.8397 4.3397
C -2.2738 -3.0898 3.0973
O -0.9608 -3.3863 2.7779
H -2.8701 -3.9400 3.4286
H -2.2430 -2.6373 4.0885
H -2.9524 -2.5258 2.4574
H -0.7502 -3.2328 1.8540
C 0.0418 -0.0020 -4.6074
O 0.9973 -1.0931 -4.6365
H -0.0444 0.3848 -3.5920
H 0.5484 0.8658 -5.0297
H -0.9525 -0.1855 -5.0148
H 0.8753 -1.5285 -5.4834
C 0.2790 4.3876 -0.9992
O -0.3769 5.1461 -0.0552
H 1.2145 4.9092 -1.2016
H 0.5879 3.4173 -0.6102
H -0.4738 4.3995 -1.7874
H -0.4759 6.0037 -0.4752

Calculated values
HOMO-LUMO gap   10.2 eV
SMILES string   OCCO.CO.CO.CO.CO.CO.CO.CO
HOMO level   -9.826 eV

***

B) Molecular formula: C9H34O9
Method: DFT, wB97M-V/def2-TZVPD

Positions of all 52 atoms, in Å:
O -2.3293 2.8829 -4.4510
C -2.7666 4.0902 -3.9168
C -2.6304 5.0916 -5.0833
O -2.8880 6.4168 -4.7830
H -1.8374 2.4306 -3.7618
H -3.7978 3.9572 -3.5897
H -2.1616 4.2635 -3.0268
H -3.3287 4.7547 -5.8495
H -1.6443 5.0087 -5.5403
H -2.7252 6.9305 -5.5775
C 3.8845 1.0496 -5.8877
O 4.5954 0.4556 -6.8925
H 4.5073 1.8996 -5.6085
H 2.9686 1.5516 -6.1995
H 3.6708 0.3488 -5.0808
H 4.1779 -0.3865 -7.0879
C 1.2222 -4.5770 6.1405
O 0.8782 -5.7484 5.4743
H 1.6369 -3.7728 5.5327
H 0.3693 -4.0798 6.6026
H 1.9296 -4.8167 6.9343
H 1.6463 -6.2102 5.1303
C -4.7578 -6.2156 1.9663
O -4.2990 -5.2055 2.8167
H -4.3230 -7.1667 2.2736
H -5.8430 -6.3127 1.9347
H -4.4299 -5.9543 0.9602
H -3.3686 -5.3675 2.9889
C 4.0484 4.0591 3.7624
O 4.4643 3.8048 5.0958
H 3.8249 5.1259 3.7550
H 4.8826 3.8961 3.0799
H 3.2562 3.3945 3.4177
H 3.6769 3.7887 5.6447
C 7.5159 -1.2038 0.0272
O 6.4464 -0.2564 -0.1661
H 7.9418 -1.2808 1.0276
H 7.1582 -2.2074 -0.2030
H 8.3418 -1.1348 -0.6808
H 6.7795 0.5899 -0.4735
C 0.0071 -1.0608 0.9731
O 0.6009 -0.1564 0.0634
H -0.9801 -1.3550 0.6169
H 0.6183 -1.9581 1.0697
H -0.1766 -0.6858 1.9799
H 1.5482 -0.1466 0.2186
C -7.6859 0.3003 0.7565
O -8.9046 -0.0153 0.1375
H -7.2340 -0.5686 1.2350
H -7.0252 0.7037 -0.0110
H -7.8672 1.1200 1.4516
H -9.5942 -0.0716 0.8030

Calculated values
HOMO-LUMO gap   10.4 eV
SMILES string   OCCO.CO.CO.CO.CO.CO.CO.CO
HOMO level   -10.161 eV

***

Which of them is most stable? Easy: B).

***

A) Molecular formula: CH5NO2
Method: DFT, wB97M-V/def2-TZVPD

Positions of all 9 atoms, in Å:
N 0.5036 0.9076 -0.7340
C -0.0542 0.6407 0.5816
O -0.6672 -0.6509 0.6871
O -0.0259 -1.5400 -0.2803
H 1.2009 0.1747 -0.8797
H -0.2262 0.6611 -1.4017
H 0.7216 0.7269 1.3488
H -0.8294 1.3802 0.8044
H -0.6233 -2.3002 -0.1262

Calculated values
HOMO-LUMO gap   10.6 eV
SMILES string   NCOO
HOMO level   -9.777 eV

***

B) Molecular formula: CH5NO2
Method: DFT, wB97M-V/def2-TZVPD

Positions of all 9 atoms, in Å:
C -2.5532 -0.0370 -0.1369
O -1.8575 -0.0043 0.8193
H -3.4476 -0.6417 -0.2225
H -2.1966 0.4268 -1.1283
N 2.3069 -0.3432 0.1292
O 1.6273 0.8718 0.0166
H 1.8262 -1.1434 0.4129
H 2.8068 -0.1990 0.9751
H 1.4877 1.0698 -0.8653

Calculated values
HOMO-LUMO gap   10.3 eV
SMILES string   C=O.NO
HOMO level   -9.412 eV

***

C) Molecular formula: CH5NO2
Method: DFT, wB97M-V/def2-TZVPD

Positions of all 9 atoms, in Å:
O -0.3622 -0.2987 0.9338
C 0.5965 0.1861 1.7095
O 0.4900 0.9779 2.5795
H 1.5810 -0.2378 1.4270
N -0.4339 -0.0880 -1.3892
H -1.3872 0.1519 -1.2412
H -0.1397 -0.2045 -0.1511
H -0.3046 -1.0459 -1.7908
H -0.0398 0.5591 -2.0775

Calculated values
HOMO-LUMO gap   9.8 eV
HOMO level   -9.520 eV

***

Which of them is most stable? Easy: C).